(1)
The following is a quantum chemistry calculation of C5H4Br2N2O2 as an isolated structure, from OMol25.

XYZ file:
```
15
Properties=species:S:1:pos:R:3:forces:R:3:mulliken_charge:R:1
C -0.5368 2.1871 0.8222 -0.025 0.591 0.206 -0.07
C -0.0594 1.2978 -0.1723 0.553 -1.266 -0.382 1.08
C -0.8074 -0.0111 0.0302 -2.705 -2.724 -1.047 0.28
C -0.8578 -1.9088 1.5087 -0.337 0.037 1.420 -0.61
C 1.5754 0.7676 -1.9135 -1.881 1.366 -2.057 -0.15
N -0.9816 2.7112 1.7338 -0.291 0.556 0.552 -0.38
N 0.9044 1.6079 -0.9178 0.538 -0.432 -1.191 -0.49
O -1.8942 -0.2859 -0.5183 3.468 1.083 1.908 -0.55
O -0.1674 -0.7770 0.9668 -0.624 1.475 -1.199 -0.21
Br 3.3989 0.6924 -1.4969 1.034 0.213 0.311 -0.03
Br 0.9630 -1.0978 -2.1982 -0.133 0.410 0.019 -0.08
H -0.4684 -1.9827 2.5526 -0.040 -0.132 -0.885 0.25
H -0.5782 -2.8271 0.9487 -0.686 0.681 0.231 0.24
H -1.9453 -1.6659 1.6583 0.941 -0.615 -0.819 0.32
H 1.4547 1.2923 -3.0041 0.188 -1.244 2.933 0.38
```
Positions in Å, forces in eV/Å.

energy above the lowest of the compared OMol25 structures with the same formula, charge and spin	0.0	kcal/mol
E_HOMO	-10.5	eV
spin multiplicity	1

(2)
The following is a quantum chemistry calculation of C53H40F3FeN3O2P2 as an isolated structure, from OMol25.

XYZ file:
```
104
Properties=species:S:1:pos:R:3:forces:R:3:lowdin_spin:R:1
Fe 0.1787 -0.4347 -0.8403 -0.166 1.134 1.000 3.58
O 0.4936 1.1726 0.8551 0.194 -0.082 -0.120 0.03
P -0.0689 2.3185 1.6097 -0.272 0.248 -0.091 0.00
C -1.5718 2.9713 0.7729 0.118 -0.480 0.190 0.00
P -2.5946 1.5845 0.1394 -0.075 0.147 0.087 0.00
O -1.8380 0.7058 -0.7912 0.435 -0.069 -0.229 0.02
C -3.1932 0.6938 1.5801 -0.068 0.094 -0.135 0.00
C -3.9459 1.3086 2.5788 0.055 -0.011 -0.023 0.00
C -4.3642 0.5712 3.6724 -0.047 0.057 0.064 0.00
C -4.0347 -0.7757 3.7684 0.040 -0.014 -0.052 0.00
C -3.2803 -1.3856 2.7764 -0.049 -0.059 0.101 0.00
C -2.8565 -0.6530 1.6793 0.047 0.060 -0.131 0.00
C -3.9728 2.3740 -0.7249 0.132 -0.118 0.120 0.00
C -3.6376 3.1526 -1.8324 -0.027 0.014 0.044 0.00
C -4.6317 3.7091 -2.6176 0.024 0.027 -0.016 0.00
C -5.9662 3.4790 -2.3077 0.000 -0.005 0.027 0.00
C -6.3025 2.6965 -1.2137 -0.074 0.022 -0.010 0.00
C -5.3085 2.1395 -0.4220 0.065 -0.006 0.065 0.00
C 1.0545 3.7323 1.6303 0.040 -0.116 0.012 0.00
C 1.4970 4.1643 0.3776 -0.067 0.004 0.056 0.00
C 2.4179 5.1912 0.2790 0.014 0.027 -0.030 0.00
C 2.9128 5.7883 1.4321 -0.017 -0.054 0.030 0.00
C 2.4935 5.3463 2.6779 0.079 0.103 0.024 0.00
C 1.5675 4.3190 2.7818 -0.141 -0.076 -0.027 0.00
C -0.5039 1.8586 3.2915 0.094 0.190 -0.033 0.00
C -0.1651 0.5697 3.6944 0.060 -0.016 -0.164 0.00
C -0.4250 0.1686 4.9955 -0.059 0.035 0.123 0.00
C -1.0184 1.0512 5.8882 0.040 -0.062 -0.044 0.00
C -1.3613 2.3349 5.4832 -0.058 0.099 0.049 0.00
C -1.1056 2.7427 4.1852 0.023 -0.052 -0.046 0.00
H -1.2287 3.5386 -0.0946 -0.029 0.049 -0.005 0.00
H -2.1345 3.6374 1.4298 -0.052 -0.013 -0.018 0.00
H -4.2038 2.3593 2.4964 -0.017 -0.003 0.052 0.00
H -4.9494 1.0423 4.4518 0.006 0.005 -0.005 0.00
H -4.3703 -1.3504 4.6220 0.014 0.001 0.008 0.00
H -3.0226 -2.4335 2.8568 0.031 0.009 -0.012 0.00
H -2.2558 -1.1078 0.9001 -0.016 -0.050 0.037 0.00
H -2.5937 3.2965 -2.0870 -0.018 0.040 -0.051 0.00
H -4.3689 4.3166 -3.4736 -0.004 -0.019 -0.013 0.00
H -6.7448 3.9032 -2.9280 -0.002 0.014 0.010 0.00
H -7.3429 2.5141 -0.9784 0.004 -0.014 -0.006 0.00
H -5.5690 1.5129 0.4219 -0.030 0.009 -0.023 0.00
H 1.1245 3.6743 -0.5163 0.043 0.041 -0.037 0.00
H 2.7559 5.5227 -0.6944 0.008 -0.002 0.001 0.00
H 3.6348 6.5906 1.3579 0.010 -0.006 0.002 0.00
H 2.8972 5.7983 3.5744 -0.014 0.003 0.000 0.00
H 1.2451 3.9715 3.7556 0.053 0.004 -0.002 0.00
H 0.2973 -0.1017 2.9765 -0.023 -0.031 0.010 0.00
H -0.1597 -0.8309 5.3149 -0.011 -0.010 -0.021 0.00
H -1.2126 0.7404 6.9067 -0.010 -0.007 -0.004 0.00
H -1.8250 3.0180 6.1834 0.002 -0.003 -0.005 0.00
H -1.3641 3.7471 3.8668 -0.021 0.010 0.047 0.00
N -0.0690 -1.4053 -2.3520 -0.019 -0.881 -2.259 0.11
C 0.3708 -1.9580 -3.3997 -0.329 0.340 0.803 0.07
C 1.8074 -1.8373 -3.8280 -0.016 0.132 -0.017 0.01
C 2.1383 -1.4002 -5.1093 0.085 -0.014 0.104 0.00
C 3.4688 -1.2420 -5.4711 -0.021 0.069 -0.082 0.00
C 4.4777 -1.5285 -4.5627 0.073 0.015 0.021 0.00
C 4.1526 -1.9614 -3.2840 0.045 0.051 0.053 0.00
C 2.8234 -2.1119 -2.9169 -0.050 -0.027 0.010 0.00
C -0.5171 -2.7876 -4.2653 -0.054 -0.322 -0.263 0.01
C -0.0003 -3.8065 -5.0668 -0.127 0.125 0.071 0.01
C -0.8443 -4.5854 -5.8441 0.017 -0.077 -0.074 0.00
C -2.2109 -4.3517 -5.8402 0.016 -0.039 0.013 0.01
C -2.7336 -3.3492 -5.0326 -0.045 0.012 -0.006 0.00
C -1.8950 -2.5783 -4.2459 0.054 0.033 -0.062 0.01
H 1.3500 -1.1771 -5.8189 -0.011 -0.048 -0.017 0.00
H 3.7191 -0.8914 -6.4656 0.002 -0.021 0.007 0.00
H 5.5166 -1.4204 -4.8499 -0.020 0.024 0.001 0.00
H 4.9401 -2.1711 -2.5693 -0.033 -0.052 -0.023 0.00
H 2.5530 -2.4594 -1.9252 0.008 0.079 0.018 0.00
H 1.0655 -3.9951 -5.0679 0.011 -0.002 -0.037 0.00
H -0.4310 -5.3778 -6.4561 -0.013 0.001 -0.002 0.00
H -2.8655 -4.9533 -6.4581 -0.012 0.001 0.008 0.00
H -3.8018 -3.1698 -5.0190 0.000 0.005 -0.001 0.00
H -2.2857 -1.7975 -3.6059 0.022 -0.002 0.035 0.00
N 5.9780 2.2887 -0.6694 -0.067 0.044 -0.022 0.00
C 4.9514 2.2247 -1.1821 0.455 0.017 0.223 0.00
C 3.6845 2.1356 -1.8249 -0.545 -0.013 -0.497 0.00
C 3.4125 2.8358 -3.0036 0.125 -0.228 0.308 0.00
C 2.1692 2.6746 -3.5806 -0.052 0.257 -0.184 0.00
C 1.2367 1.8522 -2.9719 -0.035 -0.222 0.132 0.00
N 1.4926 1.1822 -1.8481 -0.059 0.000 0.007 0.03
C 2.6922 1.3129 -1.2980 0.180 -0.027 0.282 0.00
H 4.1705 3.4679 -3.4452 -0.015 0.019 -0.029 0.00
H 1.9181 3.1916 -4.4967 -0.016 -0.026 0.002 0.00
H 0.2494 1.7079 -3.3939 -0.006 -0.044 -0.027 0.00
H 2.8694 0.7513 -0.3869 -0.019 0.004 -0.026 0.00
F 2.0288 -7.6287 5.1060 0.078 0.069 -0.031 0.00
C 3.0254 -6.7901 4.7375 0.039 -0.162 0.096 0.00
F 3.9464 -7.5584 4.1129 -0.079 0.067 0.056 0.00
F 3.5955 -6.3437 5.8726 -0.042 -0.018 -0.081 0.00
C 2.5314 -5.6849 3.8603 0.001 0.050 -0.009 0.01
C 2.6688 -4.3559 4.2337 -0.003 -0.097 0.024 0.00
C 2.2168 -3.3568 3.3902 -0.043 -0.029 -0.062 0.01
C 1.6255 -3.6695 2.1610 0.053 -0.073 0.079 0.00
C 1.4830 -5.0180 1.8074 0.016 -0.021 0.043 0.01
C 1.9331 -6.0160 2.6489 0.027 0.021 0.073 0.00
C 1.1865 -2.6362 1.2802 -0.068 0.175 -0.102 0.04
C 0.8281 -1.7549 0.5147 0.202 -0.294 0.737 0.03
H 3.1309 -4.1085 5.1796 0.004 0.016 -0.014 0.00
H 2.3234 -2.3172 3.6708 0.022 0.009 -0.024 0.00
H 1.0175 -5.2669 0.8637 0.011 0.025 -0.016 0.00
H 1.8274 -7.0580 2.3745 -0.011 0.010 -0.039 0.00
```
Positions in Å, forces in eV/Å.

E_HOMO (spin up / spin down)	-6.6 / -6.9	eV
spin multiplicity	5
expectation value of S²	6.02